Record 1
Below is a molecular structure, C37H37GeN2O3PtTe, with properties calculated with the ωB97M-V functional and the def2-TZVPD basis.

## Properties
* LUMO: -3.5 eV
* frontier orbital gap: 0.2613 Eh
* total charge: +1

Geometry as XYZ:
```
82
Properties=species:S:1:pos:R:3:mulliken_charge:R:1
Pt 0.851 -0.953 0.784 0.890
C 0.373 -5.540 -0.715 -1.492
C 0.707 -4.076 -0.707 0.524
O 0.590 -3.389 0.310 -0.440
N 1.187 -3.555 -1.857 0.085
C 1.618 -2.171 -1.936 -0.827
C 2.852 -1.918 -1.105 1.230
C 4.094 -2.388 -1.496 -0.952
C 5.196 -2.166 -0.694 -0.388
C 5.036 -1.457 0.487 -0.952
C 3.781 -1.008 0.823 -0.177
N 2.706 -1.247 0.050 0.201
H -0.270 -5.766 0.131 0.341
H 1.296 -6.114 -0.614 0.324
H -0.118 -5.838 -1.642 0.423
H 1.272 -4.150 -2.664 0.265
H 0.811 -1.528 -1.594 -0.472
H 1.801 -1.920 -2.977 0.683
H 4.186 -2.921 -2.433 0.478
H 6.170 -2.534 -0.988 0.442
H 5.870 -1.256 1.143 0.435
H 3.603 -0.433 1.717 0.629
O -0.978 -0.483 1.503 -0.895
C -0.992 0.756 1.079 0.966
O -0.067 1.119 0.342 -0.535
C -2.072 1.709 1.486 -0.719
C -2.750 2.412 0.292 -1.169
Ge -1.694 2.849 -1.303 0.866
C -0.128 3.926 -0.948 0.250
C -0.292 5.175 -0.341 -0.236
C 0.806 5.987 -0.080 -0.767
C 2.082 5.562 -0.426 -0.523
C 2.261 4.315 -1.011 -0.744
C 1.163 3.502 -1.265 -0.160
C -1.382 1.321 -2.461 0.429
C -1.870 0.045 -2.171 -0.399
C -1.650 -1.020 -3.037 -0.604
C -0.919 -0.827 -4.203 -0.559
C -0.414 0.433 -4.500 -0.826
C -0.648 1.499 -3.636 -0.211
C -2.922 3.998 -2.299 0.208
C -2.535 5.229 -2.838 -0.278
C -3.463 6.074 -3.439 -0.688
C -4.797 5.702 -3.517 -0.459
C -5.200 4.472 -3.009 -0.738
C -4.270 3.631 -2.412 -0.426
H -1.576 2.448 2.121 0.398
H -2.800 1.180 2.101 0.342
H -3.178 3.356 0.627 0.454
H -3.587 1.804 -0.060 0.456
H -1.286 5.525 -0.078 0.443
H 0.665 6.954 0.387 0.402
H 2.936 6.202 -0.243 0.387
H 3.258 3.978 -1.271 0.424
H 1.312 2.525 -1.712 0.354
H -2.459 -0.123 -1.274 0.299
H -2.063 -1.997 -2.809 0.491
H -0.762 -1.651 -4.889 0.468
H 0.142 0.593 -5.416 0.445
H -0.272 2.484 -3.894 0.458
H -1.496 5.540 -2.788 0.361
H -3.142 7.027 -3.845 0.410
H -5.522 6.365 -3.973 0.387
H -6.239 4.172 -3.077 0.405
H -4.607 2.668 -2.036 0.274
C 2.230 -2.553 4.429 -1.057
Te 0.951 -1.122 3.495 0.069
C -0.438 -2.739 3.479 -0.645
C -0.027 -3.610 4.641 0.559
C -0.912 -4.502 5.239 -0.722
C -0.491 -5.298 6.294 -0.585
C 0.814 -5.201 6.762 -0.547
C 1.696 -4.310 6.173 -0.797
C 1.282 -3.516 5.108 0.540
H 2.876 -2.044 5.142 0.556
H 2.856 -3.041 3.682 0.410
H -0.325 -3.244 2.522 0.236
H -1.446 -2.341 3.552 0.592
H -1.934 -4.567 4.882 0.458
H -1.185 -5.986 6.760 0.407
H 1.142 -5.813 7.592 0.401
H 2.710 -4.223 6.548 0.432
```


Record 2
Below is a molecular structure, C37H38BiFN5O6S4, with properties calculated with the ωB97M-V functional and the def2-TZVPD basis.

## Properties
* LUMO (spin up / spin down): 1.4 / 1.6 eV
* frontier orbital gap (spin up / spin down): 0.1356 / 0.2136 Eh
* total charge: -1

Geometry as XYZ:
```
92
Properties=species:S:1:pos:R:3:mulliken_charge:R:1
Bi -2.609 -22.785 -0.062 1.999
C -5.772 -21.187 -0.127 -0.898
N -4.790 -21.938 -0.975 0.451
C -5.301 -22.688 -1.901 -0.310
C -4.645 -23.817 -2.470 0.106
C -5.189 -24.856 -3.318 -1.146
C -4.238 -25.849 -3.383 -0.626
C -3.151 -25.408 -2.571 -0.575
N -3.354 -24.205 -2.010 0.008
C -6.392 -19.958 -0.892 0.697
C -7.772 -19.808 -1.161 -0.244
C -8.266 -18.625 -1.648 -0.437
C -7.432 -17.509 -1.781 -0.378
C -6.075 -17.664 -1.646 -0.615
C -5.572 -18.870 -1.151 -0.163
H -5.272 -20.797 0.753 0.075
H -6.485 -21.913 0.170 0.492
H -6.256 -22.340 -2.269 0.350
H -6.147 -24.848 -3.829 0.444
H -4.216 -26.755 -3.974 0.472
H -2.226 -25.913 -2.395 0.500
H -8.458 -20.654 -1.048 0.324
H -9.311 -18.577 -1.914 0.352
H -7.882 -16.535 -2.130 0.274
H -5.364 -16.870 -1.778 0.387
H -4.463 -18.941 -1.034 -0.003
S 0.276 -23.098 -1.060 -0.216
S 0.720 -21.947 -2.537 -0.052
S -0.766 -20.364 -2.862 -0.113
S -1.972 -20.220 -1.387 -0.198
C -4.730 -19.002 7.243 -1.532
C -3.554 -19.961 7.581 -0.523
N -3.215 -20.995 6.612 0.217
C -3.292 -20.705 5.244 -0.192
C -2.976 -21.562 4.245 -0.209
C -3.402 -21.214 2.791 0.592
O -4.535 -20.725 2.610 -0.859
O -2.513 -21.500 1.876 -0.993
C -2.656 -22.939 4.499 0.498
O -2.456 -23.856 3.692 -0.555
C -2.576 -23.241 5.928 -0.317
C -2.302 -24.565 6.376 -0.964
C -1.772 -24.829 7.608 0.582
F -1.320 -26.126 7.802 -0.321
C -1.695 -23.766 8.585 0.245
C -2.227 -22.534 8.228 -0.668
C -2.705 -22.271 6.963 0.382
N -0.956 -23.833 9.811 0.403
C -0.532 -22.601 10.514 -0.391
C 0.980 -22.706 10.870 -1.778
N 1.313 -24.111 11.433 -1.073
C 0.618 -25.372 10.807 -1.621
C -0.801 -25.116 10.563 -0.924
H -5.021 -18.611 8.178 0.457
H -5.535 -19.605 6.878 0.384
H -4.376 -18.215 6.553 0.362
H -3.643 -20.279 8.616 0.522
H -2.742 -19.235 7.756 0.346
H -3.679 -19.708 4.947 0.323
H -2.487 -25.342 5.659 0.750
H -2.035 -21.727 8.906 0.217
H -1.098 -22.489 11.505 0.289
H -0.651 -21.679 9.911 0.259
H 1.254 -21.955 11.604 0.473
H 1.516 -22.597 9.921 0.314
H 1.072 -24.182 12.424 0.984
H 2.347 -24.145 11.291 1.091
H 0.847 -26.145 11.534 0.883
H 1.112 -25.569 9.879 0.376
H -1.434 -25.066 11.495 0.310
H -1.382 -25.929 10.050 0.438
C -6.303 -28.141 -1.268 -0.326
O -5.813 -28.448 0.064 -0.513
C -4.881 -27.665 0.619 0.581
C -3.719 -28.356 1.092 -1.006
C -2.620 -27.571 1.460 -0.910
C -2.592 -26.166 1.315 0.353
C -1.338 -25.471 1.592 0.704
C -0.276 -25.948 2.542 -1.352
O -1.129 -24.347 0.984 -0.449
C -3.836 -25.516 0.996 0.721
O -4.019 -24.197 0.964 -0.813
C -4.968 -26.291 0.709 -0.311
H -7.400 -28.082 -1.378 0.276
H -5.884 -28.840 -2.011 0.255
H -6.009 -27.105 -1.537 -0.067
H -3.751 -29.416 1.243 0.475
H -1.665 -27.978 1.841 0.233
H 0.718 -25.864 2.104 0.314
H -0.488 -26.907 2.991 0.481
H -0.468 -25.170 3.297 0.200
H -5.978 -25.862 0.478 0.422
```


Record 3
Below is a molecular structure, C37H38Cl5FeP2Se2Te, with properties calculated with the ωB97M-V functional and the def2-TZVPD basis.

## Properties
* LUMO (spin up / spin down): -2.3 / -2.3 eV
* frontier orbital gap (spin up / spin down): 0.3047 / 0.3047 Eh
* total charge: +1

Geometry as XYZ:
```
86
Properties=species:S:1:pos:R:3:mulliken_charge:R:1
Fe 2.060 1.027 -0.239 -1.701
Cl 2.613 1.636 2.106 0.045
C 4.097 1.966 1.227 1.231
C 4.003 1.595 -0.103 -1.145
C 5.202 1.681 -0.802 1.055
Cl 5.302 1.059 -2.424 -0.097
C 6.374 2.183 -0.223 -0.208
Cl 7.824 2.285 -1.135 -0.171
C 6.377 2.595 1.112 0.617
Cl 7.801 3.222 1.831 -0.168
C 5.214 2.465 1.870 -0.366
Cl 5.166 2.884 3.532 -0.179
C 0.151 1.300 -3.328 -0.714
Se 1.985 0.995 -2.729 0.254
C 2.531 2.846 -3.040 -0.881
C 1.657 3.842 -2.318 -0.951
Se 1.602 3.466 -0.401 0.411
C -0.211 4.111 -0.129 -0.845
H 0.183 2.002 -4.160 0.597
H -0.465 1.691 -2.524 -0.179
H -0.261 0.364 -3.691 0.440
H 2.509 3.012 -4.118 0.581
H 3.561 2.902 -2.708 0.364
H 0.627 3.816 -2.673 0.400
H 2.040 4.854 -2.449 0.579
H -0.221 5.177 -0.348 0.487
H -0.473 3.957 0.916 0.311
H -0.911 3.598 -0.779 -0.029
C -1.608 0.642 -0.265 -0.765
P 0.000 -0.052 0.297 1.438
C -0.186 -1.791 -0.247 1.786
C -0.040 -2.043 -1.611 -0.369
C -0.218 -3.316 -2.128 -0.709
C -0.523 -4.369 -1.277 -1.113
C -0.657 -4.133 0.082 -1.057
C -0.499 -2.854 0.596 -0.713
C -0.022 -0.072 2.116 1.256
C 0.716 -1.012 2.838 -0.262
C 0.817 -0.918 4.217 -0.753
C 0.208 0.130 4.892 -0.748
C -0.492 1.092 4.181 -0.922
C -0.602 0.996 2.802 -0.795
P -3.156 0.456 0.748 -0.134
C -3.347 -1.362 0.800 0.430
C -3.290 -1.975 2.048 -0.501
C -3.480 -3.347 2.167 -0.678
C -3.736 -4.108 1.038 -0.531
C -3.792 -3.503 -0.213 -0.777
C -3.599 -2.138 -0.331 -0.018
C -4.393 0.896 -0.534 0.781
C -4.129 1.707 -1.634 -0.235
C -5.144 2.071 -2.510 -0.667
C -6.439 1.631 -2.297 -0.510
C -6.718 0.829 -1.198 -0.650
C -5.707 0.471 -0.323 -0.551
H -1.758 0.212 -1.260 0.948
H -1.464 1.711 -0.397 -0.160
H 0.211 -1.236 -2.281 -0.475
H -0.108 -3.486 -3.191 0.419
H -0.655 -5.367 -1.673 0.414
H -0.909 -4.946 0.750 0.510
H -0.662 -2.689 1.649 0.575
H 1.233 -1.811 2.320 0.320
H 1.383 -1.660 4.764 0.449
H 0.289 0.202 5.968 0.429
H -0.957 1.920 4.698 0.484
H -1.153 1.757 2.266 0.217
H -3.107 -1.373 2.930 0.448
H -3.446 -3.814 3.142 0.435
H -3.903 -5.173 1.130 0.467
H -3.996 -4.097 -1.093 0.458
H -3.666 -1.667 -1.305 0.481
H -3.127 2.069 -1.827 0.196
H -4.919 2.700 -3.361 0.411
H -7.229 1.911 -2.980 0.385
H -7.727 0.482 -1.020 0.401
H -5.939 -0.155 0.531 0.417
C 2.871 -3.446 -0.258 -0.887
Te 3.330 -1.366 -0.249 0.687
C 4.977 -1.440 1.095 -1.072
H 3.709 -3.935 -0.746 0.554
H 1.966 -3.575 -0.845 0.030
H 2.725 -3.830 0.747 0.380
H 4.910 -2.362 1.666 0.482
H 4.916 -0.589 1.768 0.255
H 5.904 -1.410 0.531 0.373
```


Record 4
Below is a molecular structure, C37H38Cr2N7O4, with properties calculated with the ωB97M-V functional and the def2-TZVPD basis.

## Properties
* LUMO (spin up / spin down): -2.8 / -2.9 eV
* frontier orbital gap (spin up / spin down): 0.2454 / 0.2451 Eh
* expectation value of S²: 20.05
* 2S+1: 9
* total charge: +1

Geometry as XYZ:
```
88
Properties=species:S:1:pos:R:3:lowdin_spin:R:1
Cr -8.074 -12.283 -13.328 3.833
Cr -9.000 -8.961 -12.680 3.911
C -6.188 -9.258 -13.899 0.018
O -7.274 -10.098 -13.667 0.065
H -6.696 -8.390 -14.319 0.005
H -5.698 -9.085 -12.941 0.001
H -5.494 -9.609 -14.662 0.002
C -10.576 -10.853 -11.543 0.006
O -10.363 -11.210 -10.359 0.003
O -10.784 -9.619 -11.664 -0.021
O -9.706 -11.141 -12.351 0.038
N -6.783 -12.457 -11.448 0.001
C -6.238 -13.679 -11.039 0.010
C -5.952 -14.032 -9.722 0.000
C -6.117 -13.112 -8.727 0.005
C -6.389 -11.815 -9.137 -0.001
C -6.753 -11.497 -10.432 0.005
H -6.371 -14.420 -11.814 0.003
H -5.722 -15.049 -9.440 0.000
H -5.958 -13.310 -7.677 0.000
H -6.396 -11.092 -8.335 0.000
H -6.984 -10.491 -10.749 0.001
N -2.066 -10.823 -17.826 0.000
C -1.082 -11.665 -17.557 0.000
C -0.382 -11.727 -16.324 0.000
C -0.798 -10.955 -15.242 0.000
C -1.982 -10.151 -15.486 0.000
C -2.598 -10.147 -16.768 0.000
H -0.929 -12.373 -18.358 0.000
H 0.423 -12.446 -16.300 0.000
H -0.397 -11.048 -14.244 0.000
H -2.434 -9.531 -14.726 0.000
H -3.559 -9.691 -16.953 0.000
N -9.984 -8.503 -14.507 0.007
C -11.159 -8.982 -15.063 0.009
C -11.740 -8.428 -16.197 -0.002
C -11.174 -7.338 -16.905 0.008
C -10.079 -6.849 -16.328 0.001
C -9.484 -7.392 -15.181 0.024
H -11.733 -9.738 -14.548 0.001
H -12.592 -8.983 -16.561 0.000
H -11.635 -6.887 -17.772 0.000
H -9.632 -5.918 -16.645 0.000
H -8.656 -6.878 -14.715 0.007
N -9.448 -12.010 -15.175 -0.001
C -10.766 -12.412 -15.269 0.006
C -11.479 -12.479 -16.439 -0.001
C -10.916 -11.942 -17.586 0.004
C -9.666 -11.383 -17.548 -0.001
C -9.020 -11.347 -16.320 0.004
H -11.105 -13.006 -14.433 0.002
H -12.466 -12.914 -16.498 0.000
H -11.279 -12.178 -18.576 0.000
H -9.186 -11.063 -18.461 0.000
H -8.133 -10.732 -16.265 0.000
N -2.884 -6.903 -15.430 0.000
C -2.407 -5.630 -15.314 0.000
C -3.142 -4.454 -15.214 0.000
C -4.537 -4.598 -15.225 0.000
C -5.099 -5.851 -15.408 0.000
C -4.230 -6.923 -15.591 0.000
H -1.351 -5.523 -15.113 0.000
H -2.752 -3.457 -15.073 0.000
H -5.120 -3.723 -15.471 0.000
H -6.172 -5.898 -15.528 0.000
H -4.647 -7.834 -15.995 0.000
N -3.176 -4.595 -9.843 0.000
C -3.508 -4.552 -11.178 0.000
C -4.551 -5.302 -11.683 0.000
C -5.259 -6.203 -10.842 0.001
C -4.891 -6.315 -9.516 0.000
C -3.820 -5.466 -9.068 0.000
H -3.067 -3.819 -11.837 0.000
H -4.857 -5.102 -12.699 0.000
H -6.112 -6.715 -11.261 0.002
H -5.578 -6.915 -8.937 0.000
H -3.531 -5.674 -8.049 0.000
N -6.676 -13.353 -14.542 0.008
C -5.404 -12.905 -14.731 0.012
C -4.387 -13.655 -15.384 -0.001
C -4.719 -14.864 -15.939 0.008
C -6.020 -15.343 -15.832 -0.001
C -6.943 -14.553 -15.149 0.015
H -5.090 -11.964 -14.304 0.001
H -3.368 -13.300 -15.431 0.000
H -3.903 -15.484 -16.281 0.000
H -6.226 -16.330 -16.220 0.000
H -7.966 -14.901 -15.128 0.003
```


Record 5
Below is a molecular structure, C37H38FN9O8STi, with properties calculated with the ωB97M-V functional and the def2-TZVPD basis.

## Properties
* LUMO (spin up / spin down): 4.2 / 4.2 eV
* frontier orbital gap (spin up / spin down): 0.1081 / 0.2068 Eh
* expectation value of S²: 2.03
* 2S+1: 3
* total charge: -2

Geometry as XYZ:
```
95
Properties=species:S:1:pos:R:3:lowdin_spin:R:1
Ti 0.296 0.052 -0.061 0.958
C -1.144 -1.805 -4.862 0.000
N -2.300 -1.077 -4.356 0.000
C -2.158 0.332 -3.958 0.001
C -2.977 0.834 -2.740 0.004
C -2.417 0.537 -1.330 0.024
N -1.154 1.195 -0.871 0.214
C -0.906 2.434 -1.171 0.261
C -0.142 3.327 -0.344 0.022
C -0.302 4.737 -0.616 0.097
C 0.206 5.665 0.293 -0.012
C 0.978 5.223 1.422 0.129
C 1.128 3.886 1.673 0.022
C 0.607 2.913 0.826 0.078
O 0.889 1.643 1.003 0.060
C -3.585 -1.537 -4.977 0.000
C -4.624 -2.152 -4.039 0.000
C -4.181 -3.154 -2.979 0.001
N -2.913 -2.862 -2.387 0.003
C -2.541 -3.608 -1.431 0.000
C -1.173 -3.743 -0.965 0.002
C -0.837 -4.983 -0.455 0.000
C 0.481 -5.317 -0.123 0.004
C 1.511 -4.397 -0.524 0.000
C 1.194 -3.156 -1.058 0.002
C -0.150 -2.677 -1.094 0.005
O -0.490 -1.433 -0.888 0.016
H -0.911 -1.499 -5.920 0.000
H -1.444 -2.871 -4.968 0.000
H -0.256 -1.646 -4.253 0.000
H -2.386 1.017 -4.840 0.000
H -1.073 0.438 -3.784 0.001
H -3.982 0.388 -2.804 0.001
H -3.215 1.887 -2.930 0.002
H -2.307 -0.551 -1.152 0.000
H -3.182 0.886 -0.575 0.012
H -1.337 2.907 -2.036 0.024
H -0.873 4.990 -1.519 0.003
H -0.004 6.707 0.124 -0.005
H 1.304 5.947 2.135 0.014
H 1.656 3.642 2.583 -0.003
H -3.365 -2.244 -5.843 0.000
H -4.063 -0.696 -5.490 0.000
H -5.384 -2.610 -4.680 0.000
H -5.182 -1.330 -3.509 0.000
H -4.172 -4.126 -3.549 0.000
H -4.959 -3.292 -2.208 0.000
H -3.168 -4.358 -0.909 0.000
H -1.662 -5.638 -0.251 0.000
H 0.655 -6.174 0.480 0.000
H 2.533 -4.742 -0.322 0.000
H 2.007 -2.525 -1.308 0.000
N 2.536 1.543 7.361 0.000
C 2.332 0.767 6.179 0.000
C 2.859 1.171 4.935 0.000
C 2.344 0.597 3.791 0.001
C 1.344 -0.373 3.866 0.000
C 0.857 -0.777 5.091 0.000
C 1.453 -0.309 6.237 0.000
S 0.596 -1.126 2.465 0.003
O 1.546 -0.795 1.350 0.018
O 0.384 -2.519 2.709 0.000
N -0.720 -0.335 1.901 0.007
C -1.730 0.285 2.629 0.002
N -2.504 1.132 1.880 0.002
C -3.485 1.746 2.558 0.002
C -3.618 1.618 3.945 0.000
C -2.888 0.650 4.568 0.000
N -1.984 -0.049 3.925 0.001
H 3.198 2.302 7.293 0.000
H 2.518 1.056 8.216 0.000
H 3.634 1.925 4.874 0.000
H 2.741 0.910 2.806 0.000
H 0.032 -1.493 5.141 0.000
H 1.239 -0.673 7.231 0.000
H -4.104 2.409 2.006 0.002
H -4.290 2.212 4.591 0.000
H -3.048 0.425 5.625 0.000
F 6.467 -1.418 -0.062 0.000
C 5.790 -0.294 -0.366 0.000
C 5.295 0.087 -1.561 0.000
N 4.300 1.065 -1.668 0.000
C 3.254 0.995 -2.674 0.001
C 2.101 0.046 -2.382 0.005
O 1.391 -0.404 -3.275 0.003
O 1.962 -0.203 -1.069 0.010
C 4.235 2.087 -0.698 0.000
O 3.479 3.071 -0.789 0.000
N 5.132 1.893 0.327 0.000
C 5.234 0.539 0.731 0.000
O 4.760 0.115 1.781 0.000
H 5.483 -0.380 -2.564 0.000
H 3.652 0.655 -3.620 0.000
H 2.751 1.957 -2.838 0.002
H 4.951 2.511 1.096 0.000
```


ΔE to the lowest compared entry with this formula, charge and spin values, unit eV, following the record order: 1.6118; 1.2709; 0.0442; 6.4019; 1.4129.